A molecular structure, C32H38BF6N2S5Y, computed with ωB97M-V/def2-TZVPD.

Structure (XYZ):
```
85
Properties=species:S:1:pos:R:3:lowdin_charge:R:1
Y 0.34 -1.27 0.64 1.14
C 2.81 -2.61 4.88 -0.53
C 1.53 -1.79 4.76 -0.46
S 1.36 -0.65 3.35 0.82
C 3.01 0.04 3.10 -0.52
C 4.01 -0.77 2.27 -0.49
S 3.33 -1.75 0.89 0.88
C 3.54 -3.45 1.50 -0.48
C 2.44 -4.02 2.39 -0.53
S 2.84 -4.26 4.13 0.90
H 2.95 -2.85 5.93 0.07
H 3.68 -2.03 4.59 0.05
H 1.43 -1.16 5.65 0.08
H 0.64 -2.43 4.70 0.06
H 3.44 0.28 4.08 0.09
H 2.81 0.99 2.61 0.03
H 4.57 -1.47 2.88 0.06
H 4.73 -0.08 1.82 0.08
H 4.52 -3.51 1.97 0.07
H 3.58 -4.03 0.58 0.05
H 2.21 -5.04 2.06 0.06
H 1.50 -3.48 2.31 0.02
S -2.20 0.11 0.66 0.76
C -1.74 1.40 -0.31 -0.69
N -2.27 1.69 -1.48 -0.08
C -1.96 2.95 -2.15 -0.08
C -1.81 4.02 -1.10 -0.08
N -0.77 3.61 -0.15 -0.09
C 0.14 4.66 0.31 -0.11
C 1.01 5.17 -0.81 -0.22
C 1.79 4.28 -1.53 -0.03
C 2.59 4.74 -2.57 -0.06
C 2.63 6.10 -2.87 -0.08
C 1.86 6.99 -2.15 -0.08
C 1.05 6.53 -1.12 -0.05
C -0.64 2.33 0.18 -0.66
S 0.63 1.72 1.05 0.76
C -3.15 0.77 -2.21 -0.10
C -4.56 1.29 -2.28 -0.22
C -5.17 1.52 -3.51 -0.04
C -6.47 2.00 -3.57 -0.08
C -7.17 2.26 -2.40 -0.09
C -6.57 2.03 -1.17 -0.07
C -5.27 1.55 -1.11 -0.03
H -2.80 3.19 -2.80 0.14
H -1.05 2.84 -2.74 0.13
H -2.76 4.18 -0.57 0.14
H -1.49 4.95 -1.56 0.14
H 0.73 4.25 1.12 0.09
H -0.48 5.47 0.71 0.13
H 1.76 3.22 -1.30 0.09
H 3.19 4.04 -3.13 0.11
H 3.26 6.45 -3.68 0.10
H 1.88 8.04 -2.38 0.10
H 0.44 7.23 -0.55 0.11
H -3.09 -0.20 -1.73 0.10
H -2.73 0.68 -3.22 0.14
H -4.62 1.32 -4.42 0.11
H -6.94 2.17 -4.53 0.10
H -8.18 2.63 -2.45 0.10
H -7.11 2.23 -0.26 0.11
H -4.80 1.36 -0.15 0.09
F -0.60 -3.47 3.04 -0.13
C -1.17 -2.43 2.28 -0.43
F -1.56 -1.49 3.27 -0.17
H -2.13 -2.85 1.94 0.06
C 0.33 -3.20 -0.81 -0.23
C 0.69 -4.58 -0.42 -0.33
C -0.12 -5.34 0.43 -0.07
C 0.23 -6.61 0.83 -0.10
C 1.42 -7.19 0.39 -0.12
C 2.23 -6.46 -0.47 -0.11
C 1.87 -5.19 -0.88 -0.09
H -0.76 -3.14 -1.01 0.05
H 0.83 -2.89 -1.73 0.04
H -1.04 -4.90 0.80 0.10
H -0.42 -7.16 1.50 0.10
H 1.70 -8.18 0.71 0.09
H 3.15 -6.90 -0.84 0.10
H 2.50 -4.64 -1.57 0.11
F -0.29 -0.52 -1.59 -0.02
B 0.92 0.05 -2.18 -1.27
F 1.86 -0.11 -1.12 -0.01
F 1.28 -0.64 -3.29 0.19
F 0.68 1.39 -2.42 0.14
```

Values from the calculation:
- Kohn-Sham gap: 5.79 eV
- Energy above the lowest of the compared OMol25 structures with the same formula, charge and spin: 10.7 kcal/mol
- Charge: 0

***

4 unconnected molecules or ions with the total composition C32H38FN3O3, computed with ωB97M-V/def2-TZVPD.

Structure (XYZ):
```
77
Properties=species:S:1:pos:R:3:lowdin_charge:R:1
C 6.76 5.64 1.11 -0.06
C 6.29 4.19 1.21 -0.28
C 5.81 3.65 2.41 -0.04
C 5.41 2.31 2.47 -0.05
C 5.47 1.46 1.36 -0.24
C 5.06 0.00 1.47 -0.08
C 3.62 -0.29 1.00 -0.12
C 2.68 0.70 1.13 0.05
C 1.31 0.52 0.77 -0.19
N 0.45 1.57 0.95 0.20
C -0.80 1.29 0.63 -0.20
C -1.83 2.38 0.83 -0.23
C -1.94 3.44 -0.07 -0.03
C -2.84 4.51 0.08 -0.05
C -3.68 4.40 1.22 -0.06
C -3.50 3.28 2.03 -0.15
N -2.62 2.30 1.90 0.13
C -1.20 0.02 0.09 -0.07
N -0.40 -1.00 -0.15 0.14
C 0.88 -0.71 0.24 -0.21
C 1.88 -1.74 0.09 0.03
C 3.18 -1.56 0.45 -0.13
C 4.16 -2.73 0.28 -0.31
C 5.25 -2.40 -0.80 -0.02
F 4.78 -3.04 1.49 -0.02
C 5.94 2.04 0.17 -0.04
C 6.34 3.37 0.07 -0.05
H 6.04 6.16 0.44 0.08
H 6.70 6.16 2.08 0.07
H 7.75 5.72 0.64 0.08
H 5.76 4.24 3.33 0.11
H 5.03 1.89 3.41 0.12
H 5.78 -0.60 0.90 0.10
H 5.09 -0.25 2.55 0.13
H 2.97 1.66 1.56 0.12
H -1.27 3.45 -0.94 0.12
H -2.92 5.33 -0.64 0.11
H -4.42 5.17 1.44 0.10
H -4.18 3.20 2.89 0.11
H -2.27 -0.11 -0.15 0.11
H 1.55 -2.71 -0.30 0.12
H 3.56 -3.61 -0.02 0.13
H 5.38 -3.24 -1.50 0.08
H 6.20 -2.33 -0.23 0.08
H 5.04 -1.45 -1.30 0.08
H 5.98 1.39 -0.72 0.12
H 6.73 3.78 -0.86 0.12
C -2.63 -0.31 3.60 -0.04
C -2.37 -1.46 4.54 -0.50
C -2.47 -2.85 3.97 -0.03
O -2.10 -1.28 5.71 0.06
H -2.53 0.63 4.14 0.07
H -1.91 -0.33 2.79 0.06
H -3.65 -0.38 3.20 0.09
H -1.74 -2.98 3.17 0.08
H -3.48 -3.03 3.59 0.08
H -2.26 -3.58 4.76 0.08
C -4.84 1.57 -3.59 -0.02
C -4.57 0.42 -2.65 -0.50
C -4.68 -0.97 -3.21 -0.03
O -4.29 0.62 -1.49 0.05
H -4.73 2.51 -3.06 0.08
H -4.12 1.55 -4.42 0.09
H -5.85 1.50 -3.98 0.09
H -3.96 -1.10 -4.01 0.09
H -5.69 -1.15 -3.58 0.08
H -4.47 -1.69 -2.42 0.08
C -3.63 -5.32 -3.85 -0.02
C -5.00 -4.92 -4.33 -0.50
C -6.02 -6.02 -4.50 -0.02
O -5.27 -3.77 -4.57 0.06
H -3.00 -4.44 -3.78 0.08
H -3.70 -5.79 -2.87 0.09
H -3.18 -6.02 -4.56 0.09
H -6.20 -6.51 -3.54 0.09
H -5.67 -6.75 -5.23 0.09
H -6.96 -5.59 -4.84 0.08
```

Values from the calculation:
- Kohn-Sham gap: 8.67 eV
- SMILES string: Cc1ccc(Cc2cc3nc(-c4ccccn4)cnc3cc2[C@@H](C)F)cc1.CC(C)=O.CC(C)=O.CC(C)=O
- Charge: 0

***

A molecular structure, C32H38N4O6S4SbTcTe, computed with ωB97M-V/def2-TZVPD.

Structure (XYZ):
```
87
Properties=species:S:1:pos:R:3:mulliken_spin:R:1
Tc 0.44 -2.34 0.18 0.08
O 4.18 -1.00 -1.67 0.00
C 3.02 -1.54 -1.40 0.00
O 1.97 -0.94 -1.26 -0.02
C 3.00 -3.03 -1.34 0.01
C 3.93 -3.86 -1.94 0.00
C 3.63 -5.21 -2.08 0.00
C 2.37 -5.65 -1.72 0.00
C 1.49 -4.76 -1.12 0.01
N 1.85 -3.49 -0.83 -0.01
C 0.02 -4.89 -1.01 0.00
O -0.64 -5.99 -1.24 0.00
O -0.61 -3.85 -0.80 0.00
H 4.10 -0.03 -1.77 0.00
H 4.85 -3.44 -2.33 0.00
H 4.35 -5.89 -2.52 0.00
H 2.06 -6.66 -1.94 0.00
H -0.09 -6.77 -1.42 0.00
S -4.59 0.84 0.16 0.00
Sb -4.13 0.97 2.32 0.02
S -3.08 -3.33 1.16 0.74
S -2.16 -1.67 0.77 0.17
S -2.09 -0.50 2.50 0.00
N 0.23 -3.52 1.74 0.00
C 0.23 -4.01 2.80 0.01
N 0.23 -4.60 3.94 0.01
C -0.90 -4.46 4.88 0.00
C -0.48 -3.52 6.00 0.00
O 0.71 -3.97 6.62 0.00
C 1.80 -4.05 5.72 0.00
C 1.50 -5.02 4.59 0.00
H -1.12 -5.45 5.29 0.00
H -1.78 -4.09 4.35 0.00
H -1.24 -3.49 6.78 0.00
H -0.34 -2.51 5.60 0.00
H 2.65 -4.40 6.30 0.00
H 2.02 -3.06 5.31 0.00
H 1.34 -6.02 4.98 0.00
H 2.30 -5.04 3.85 0.00
C 2.09 0.80 2.35 0.00
C 1.07 0.42 1.32 0.00
O 0.41 1.48 0.84 0.02
N 0.84 -0.79 1.03 -0.04
Te -1.05 1.33 -0.51 -0.01
C -2.01 3.18 -0.16 0.00
C -2.86 3.51 -1.22 0.00
C -3.08 2.62 -2.42 0.00
C -3.54 4.71 -1.17 0.00
C -3.43 5.57 -0.08 0.00
C -4.17 6.87 -0.04 0.00
C -2.62 5.18 0.98 0.00
C -1.91 3.98 0.99 0.00
C -1.11 3.66 2.22 0.00
C 0.04 1.87 -2.22 0.00
C -0.04 0.99 -3.31 0.00
C -0.87 -0.27 -3.33 0.00
C 0.64 1.33 -4.47 0.00
C 1.39 2.50 -4.57 0.00
C 2.10 2.86 -5.84 0.00
C 1.46 3.33 -3.46 0.00
C 0.80 3.05 -2.27 0.00
C 0.90 4.05 -1.15 0.00
H 2.57 1.74 2.10 0.00
H 2.83 0.01 2.47 0.00
H 1.57 0.93 3.31 0.00
H -2.86 1.56 -2.22 0.00
H -2.48 2.93 -3.28 0.00
H -4.13 2.64 -2.72 0.00
H -4.20 4.98 -1.99 0.00
H -4.94 6.92 -0.80 0.00
H -3.49 7.71 -0.20 0.00
H -4.64 7.02 0.94 0.00
H -2.54 5.82 1.85 0.00
H -1.60 4.08 3.10 0.00
H -0.11 4.09 2.17 0.00
H -1.01 2.58 2.38 0.00
H -1.08 -0.68 -2.34 0.00
H -0.36 -1.05 -3.90 0.00
H -1.82 -0.10 -3.83 0.00
H 0.57 0.67 -5.33 0.00
H 2.02 2.07 -6.59 0.00
H 3.15 3.07 -5.66 0.00
H 1.66 3.77 -6.27 0.00
H 2.04 4.25 -3.52 0.00
H 1.89 4.52 -1.15 0.00
H 0.74 3.60 -0.17 0.00
H 0.17 4.84 -1.28 0.00
```

Values from the calculation:
- 2S+1: 2
- Kohn-Sham gap (alpha / beta): 6.72 / 5.98 eV
- ⟨S²⟩: 0.86
- Energy above the lowest of the compared OMol25 structures with the same formula, charge and spin: 29.4 kcal/mol
- Charge: +3